No. 1
{"formula": "C19H33N3O6P2S", "method": "the ωB97M-V functional and the def2-TZVPD basis", "gap_ev": 6.0, "smiles": "CCP(CC)c1cc(CCC(C)C)c(CON=O)c2nsnc12.COP(=O)(OC)OC", "species": ["C", "C", "P", "C", "C", "C", "C", "C", "C", "C", "C", "C", "C", "C", "C", "O", "N", "O", "C", "N", "S", "N", "C", "H", "H", "H", "H", "H", "H", "H", "H", "H", "H", "H", "H", "H", "H", "H", "H", "H", "H", "H", "H", "H", "H", "H", "H", "C", "O", "P", "O", "O", "C", "O", "C", "H", "H", "H", "H", "H", "H", "H", "H", "H"], "xyz": [[5.230, -1.880, 1.026], [4.700, -2.305, -0.501], [5.194, -0.853, -1.647], [5.593, -1.420, -3.428], [7.222, -1.122, -3.648], [3.924, 0.572, -1.586], [2.322, 0.224, -1.377], [1.246, 1.501, -1.278], [-0.363, 1.098, -1.065], [-1.008, 0.335, -2.363], [-2.281, -0.643, -2.040], [-1.911, -2.246, -2.177], [-2.967, -0.437, -0.566], [1.780, 3.049, -1.366], [0.801, 4.358, -1.230], [1.181, 5.057, 0.033], [1.421, 4.149, 1.004], [2.517, 4.380, 1.546], [3.384, 3.301, -1.603], [4.019, 4.673, -1.735], [5.732, 4.289, -1.934], [5.947, 2.520, -1.915], [4.498, 2.103, -1.711], [4.765, -2.543, 1.872], [6.420, -1.926, 1.001], [4.930, -0.731, 1.132], [3.510, -2.267, -0.422], [5.092, -3.353, -0.847], [4.923, -0.949, -4.264], [5.464, -2.601, -3.501], [7.529, -1.052, -4.774], [7.414, -0.077, -3.104], [7.814, -1.917, -3.022], [1.899, -0.883, -1.275], [-0.988, 2.064, -0.807], [-0.369, 0.445, -0.066], [-1.356, 1.121, -3.191], [-0.169, -0.315, -2.893], [-3.125, -0.441, -2.858], [-1.047, -2.455, -2.940], [-1.706, -2.766, -1.149], [-2.881, -2.768, -2.635], [-2.345, -1.074, 0.229], [-4.041, -0.948, -0.587], [-3.086, 0.685, -0.239], [1.105, 5.116, -2.100], [-0.345, 4.124, -1.200], [-6.361, -1.683, 5.973], [-5.240, -1.968, 5.163], [-5.210, -1.427, 3.648], [-4.001, -1.817, 2.859], [-5.429, 0.162, 3.805], [-4.407, 0.891, 4.451], [-6.611, -1.931, 3.035], [-6.915, -1.540, 1.712], [-6.020, -1.176, 6.879], [-7.088, -1.042, 5.465], [-6.847, -2.621, 6.252], [-3.442, 0.381, 4.389], [-4.679, 1.029, 5.501], [-4.322, 1.871, 3.976], [-6.199, -0.808, 1.326], [-7.913, -1.096, 1.700], [-6.909, -2.422, 1.067]], "atomic_forces_ev_per_a": [[0.6, 0.7, -1.3], [-2.0, 0.3, 1.3], [1.2, 0.7, 0.4], [0.5, -1.3, -1.2], [-0.8, 1.0, 1.1], [-4.0, 0.1, 0.1], [2.5, 4.5, -0.5], [2.4, 1.7, -0.3], [1.0, 0.5, 0.6], [0.3, -0.1, -0.6], [-0.6, -0.5, 0.0], [-1.1, -0.2, -0.6], [-0.2, -0.9, 0.0], [0.7, -3.9, -0.5], [0.9, -0.7, -0.7], [0.1, 0.3, -1.8], [4.3, 0.0, 2.4], [-4.4, -0.6, -1.7], [1.3, 0.7, -0.2], [1.0, -6.7, 0.2], [-2.5, -2.2, 0.3], [-7.2, 2.2, 0.9], [-0.8, 0.2, 0.1], [0.9, 1.3, -1.7], [-2.7, 0.0, 0.3], [0.6, -2.6, 0.1], [2.5, -0.7, -0.2], [-0.8, 2.2, 0.5], [1.3, -0.7, 1.7], [0.0, 2.5, 0.2], [-0.6, -0.4, 2.2], [-0.2, -2.2, -1.4], [-1.0, 1.5, -1.5], [1.2, 2.7, -0.3], [1.4, -1.9, -0.6], [-0.1, 1.2, -2.4], [0.9, -1.5, 2.0], [-1.7, 1.4, 1.2], [1.9, -0.3, 1.7], [-1.5, 0.5, 1.5], [-0.2, 1.1, -1.9], [2.1, 1.0, 1.1], [-1.4, 1.7, -1.6], [2.3, 1.2, 0.1], [0.3, -2.3, -0.6], [-0.9, -1.6, 2.1], [2.3, 0.2, -0.3], [-0.7, 0.2, 0.6], [0.5, 0.0, -1.6], [1.0, -0.6, -0.6], [-1.7, 0.6, 1.4], [-0.6, -1.1, -0.6], [0.6, 0.5, 0.4], [1.1, 0.4, 1.3], [-0.3, 0.2, -0.9], [0.0, -0.1, -0.1], [0.1, -0.1, 0.0], [0.1, 0.1, -0.1], [-0.1, 0.1, 0.0], [0.1, 0.0, -0.1], [-0.1, -0.2, 0.0], [-0.1, -0.1, 0.0], [0.1, -0.1, 0.0], [0.1, 0.1, 0.1]]}

=====

No. 2
{"formula": "C19H34CeCl2N8O4S", "method": "the ωB97M-V functional and the def2-TZVPD basis", "relative_energy_ev": 2.892, "gap_ev": [6.3, 6.3], "charge": 1, "s2": 0.7506, "multiplicity": 2, "species": ["Ce", "C", "C", "N", "C", "C", "N", "C", "C", "C", "N", "C", "C", "N", "C", "H", "H", "H", "H", "H", "H", "H", "H", "H", "H", "H", "H", "H", "H", "H", "H", "H", "H", "H", "H", "H", "H", "H", "H", "O", "C", "O", "C", "C", "C", "N", "C", "C", "C", "O", "O", "H", "H", "H", "N", "N", "C", "N", "S", "H", "H", "H", "H", "H", "Cl", "C", "Cl", "H", "H"], "xyz": [[1.459, -14.647, -6.596], [-1.331, -11.168, -7.084], [-1.001, -11.953, -8.352], [-0.675, -13.394, -8.156], [-0.569, -14.074, -9.458], [0.803, -13.875, -10.057], [1.843, -14.578, -9.281], [3.260, -14.342, -9.717], [3.727, -12.867, -9.614], [3.138, -11.926, -8.572], [3.093, -12.537, -7.212], [2.924, -11.574, -6.147], [1.428, -11.138, -6.109], [0.472, -12.150, -5.615], [-0.959, -11.726, -5.737], [-2.446, -11.047, -7.053], [-0.916, -10.144, -7.144], [-0.182, -11.484, -8.917], [-1.901, -11.993, -9.040], [-1.385, -13.794, -7.545], [-1.278, -13.713, -10.211], [-0.700, -15.095, -9.206], [1.007, -12.852, -10.154], [0.789, -14.288, -11.095], [1.713, -15.584, -9.503], [3.507, -14.736, -10.736], [3.806, -14.907, -8.943], [3.597, -12.467, -10.695], [4.877, -12.952, -9.619], [2.068, -11.560, -8.744], [3.749, -11.036, -8.570], [4.084, -12.965, -7.129], [3.498, -10.671, -6.357], [3.238, -11.966, -5.162], [0.988, -10.804, -7.053], [1.370, -10.298, -5.441], [0.673, -12.151, -4.554], [-1.223, -10.972, -4.919], [-1.550, -12.616, -5.511], [8.210, -15.521, -4.388], [7.533, -16.452, -3.837], [7.862, -17.469, -3.213], [6.159, -16.110, -4.338], [5.605, -14.893, -3.888], [4.339, -14.498, -4.311], [3.687, -15.267, -5.163], [4.121, -16.394, -5.662], [5.362, -16.944, -5.170], [3.330, -17.166, -6.716], [3.460, -18.393, -6.754], [2.395, -16.502, -7.404], [6.156, -14.211, -3.165], [3.752, -13.713, -3.854], [5.566, -17.997, -5.432], [0.624, -15.558, -4.350], [0.772, -16.829, -4.908], [-0.058, -17.213, -5.914], [0.039, -18.462, -6.400], [-1.086, -16.123, -6.680], [1.264, -15.394, -3.552], [-0.358, -15.416, -4.064], [1.653, -17.415, -4.675], [0.756, -19.141, -6.129], [-0.678, -18.723, -7.091], [2.540, -18.372, -10.628], [2.360, -19.718, -9.445], [0.744, -20.577, -9.542], [2.467, -19.356, -8.414], [3.111, -20.460, -9.689]], "atomic_forces_ev_per_a": [[0.3, 1.4, -1.1], [-1.2, 1.0, -0.1], [-0.6, -0.9, -0.9], [0.5, 1.0, 0.4], [0.4, 0.8, 0.4], [0.1, -2.0, -1.0], [0.0, -0.4, -0.7], [-0.1, 0.2, 1.3], [1.0, -0.4, -3.1], [-1.7, 0.0, 0.2], [3.0, -2.0, -0.5], [-1.6, 0.7, -0.1], [-0.1, 0.2, 0.2], [1.0, -0.4, 2.5], [0.3, -0.1, 1.3], [0.9, 0.1, 0.1], [-0.4, -0.4, -0.2], [-0.2, -0.2, 0.2], [0.9, 0.7, 0.6], [-0.1, 0.0, -0.6], [-0.4, -0.2, 0.3], [-0.4, -1.3, -0.4], [0.5, 1.5, 0.0], [-0.1, 0.3, 0.5], [0.0, 0.6, 0.5], [-0.4, 0.2, 0.9], [0.1, -0.1, -0.7], [-0.2, 0.0, 1.9], [-1.6, 0.4, 0.7], [1.5, -0.7, -0.4], [0.3, 0.5, 0.2], [-1.9, 0.7, 0.2], [0.2, 0.1, 0.2], [-0.1, 0.0, -0.5], [0.9, 0.0, -0.1], [0.1, 0.8, 0.2], [-0.6, -0.4, -2.0], [0.3, -0.8, -1.1], [0.0, 0.0, 0.0], [-0.2, -0.7, 0.8], [1.9, -0.1, -1.1], [-0.9, 1.1, -0.4], [-1.5, -0.9, 0.5], [-0.1, 1.6, 0.8], [1.5, -1.3, 1.1], [-3.6, 1.3, -2.1], [3.4, -1.9, 0.5], [-1.4, 0.7, -0.5], [-1.1, -1.1, 0.5], [-0.2, 1.5, -0.2], [1.6, -0.6, 0.8], [-0.5, -1.2, -1.1], [0.3, 0.4, 0.0], [0.4, 0.9, 0.2], [-0.3, 1.4, 1.1], [1.8, -2.4, 0.1], [0.7, -1.2, -0.5], [-0.4, 0.2, 0.3], [-0.6, 0.2, 0.4], [-0.5, -0.7, -0.6], [0.7, -0.3, 0.1], [-2.1, 1.4, -0.2], [-0.4, 0.4, -0.1], [0.9, 0.1, 0.4], [-0.3, -0.5, 0.6], [-0.6, -0.2, 0.1], [0.8, 0.7, 0.0], [0.0, 0.1, -0.6], [0.0, 0.0, 0.0]]}

=====

No. 3
{"formula": "C19H34FN4O2", "method": "the ωB97M-V functional and the def2-TZVPD basis", "gap_ev": 5.1, "charge": -1, "species": ["C", "N", "C", "F", "C", "C", "C", "C", "C", "O", "O", "H", "H", "H", "H", "H", "H", "H", "H", "H", "H", "H", "H", "H", "C", "C", "C", "C", "N", "H", "H", "H", "H", "H", "H", "H", "C", "C", "C", "C", "N", "H", "H", "H", "H", "H", "H", "H", "C", "C", "C", "C", "N", "H", "H", "H", "H", "H", "H", "H"], "xyz": [[2.858, -1.304, -1.280], [3.232, -2.708, -0.984], [2.572, -3.659, -1.880], [2.566, -3.216, -3.222], [1.188, -4.136, -1.372], [0.003, -3.138, -1.566], [-1.254, -3.816, -0.871], [-0.415, -2.899, -3.049], [3.513, -4.946, -1.864], [4.293, -5.108, -2.817], [3.481, -5.760, -0.907], [3.598, -0.835, -1.963], [1.860, -1.179, -1.724], [2.849, -0.761, -0.308], [4.220, -2.846, -1.199], [1.302, -4.275, -0.276], [0.884, -5.124, -1.771], [0.138, -2.175, -1.029], [-2.113, -3.114, -0.871], [-1.498, -4.704, -1.496], [-0.946, -4.144, 0.140], [-0.729, -3.871, -3.478], [-1.326, -2.249, -3.039], [0.335, -2.365, -3.657], [-4.853, -1.448, -1.616], [-5.976, -2.035, -2.464], [-5.822, -3.539, -2.705], [-4.642, -3.853, -3.510], [-3.711, -4.102, -4.134], [-3.886, -1.537, -2.115], [-5.034, -0.388, -1.431], [-4.787, -1.953, -0.649], [-6.022, -1.505, -3.419], [-6.928, -1.860, -1.956], [-6.709, -3.910, -3.223], [-5.769, -4.067, -1.750], [2.684, 4.217, -0.295], [1.713, 3.829, 0.815], [1.751, 2.338, 1.150], [1.284, 1.512, 0.036], [0.924, 0.862, -0.841], [2.429, 3.730, -1.238], [2.655, 5.296, -0.462], [3.708, 3.943, -0.033], [0.700, 4.124, 0.528], [1.965, 4.393, 1.713], [1.120, 2.150, 2.014], [2.765, 2.043, 1.430], [1.973, 6.471, 5.933], [0.572, 6.597, 5.345], [-0.193, 5.271, 5.328], [0.418, 4.288, 4.434], [0.898, 3.515, 3.734], [2.602, 5.813, 5.330], [2.456, 7.449, 5.968], [1.938, 6.075, 6.950], [0.640, 7.004, 4.333], [0.006, 7.318, 5.940], [-1.218, 5.456, 4.999], [-0.256, 4.862, 6.339]], "atomic_forces_ev_per_a": [[0.6, 0.2, 0.7], [-0.7, 0.1, -1.6], [0.9, -2.2, 1.0], [-0.6, 0.3, 0.6], [-0.5, 1.5, 0.2], [-1.2, -0.7, 0.1], [1.0, 0.2, -0.8], [-0.4, 0.6, 0.7], [1.1, -1.7, 0.1], [0.0, 1.1, -0.9], [-1.2, 1.0, 0.7], [-0.5, -0.1, 0.3], [0.5, -0.3, 0.2], [0.1, -0.1, -0.7], [-0.2, 0.3, 0.3], [0.2, 0.0, -0.7], [0.4, 0.5, -0.1], [0.3, -0.5, -0.4], [0.4, -0.5, 0.2], [-0.1, 0.4, 0.6], [-0.5, 0.2, -0.4], [0.4, 0.5, -0.1], [0.5, -0.4, -0.1], [-0.2, -0.6, 0.3], [0.0, 0.0, -0.1], [0.1, 0.3, 0.2], [-0.3, 0.2, -0.1], [0.0, -0.2, 0.1], [-0.1, 0.0, -0.1], [0.0, -0.1, 0.0], [0.0, 0.0, 0.0], [0.0, 0.0, 0.0], [0.0, -0.1, 0.0], [0.0, -0.1, -0.1], [0.1, -0.1, -0.1], [0.1, 0.0, -0.1], [-0.1, 0.0, -0.1], [0.2, 0.2, -0.3], [-0.1, 0.1, 0.0], [0.1, -0.1, 0.0], [-0.3, 0.4, 0.1], [0.0, 0.0, 0.0], [0.0, 0.0, 0.0], [0.0, 0.0, 0.0], [0.0, -0.1, 0.1], [-0.1, -0.1, 0.0], [0.0, -0.1, -0.1], [0.0, -0.1, -0.1], [0.0, 0.0, -0.1], [0.3, 0.2, 0.1], [-0.2, 0.3, 0.0], [-0.1, -0.1, 0.1], [-0.1, 0.3, 0.5], [0.0, 0.0, 0.0], [0.0, 0.0, 0.0], [0.0, 0.0, 0.0], [-0.1, -0.1, 0.0], [-0.1, -0.1, -0.1], [0.0, -0.2, -0.1], [0.1, -0.1, -0.1]]}

=====

Number 1: energy -66391.4958 eV. Number 2: energy -89169.8807 eV. Number 3: energy -33027.6486 eV.